# 1
Molecular formula: C5H7OP
Method: DFT, the ωB97M-V functional and the def2-TZVPD basis

Each atom is followed by the atoms it is bonded to, with distances in Å.
Cartesian coordinates (Å):
1 C -1.216 -0.036 -0.184  C2 1.563, C3 1.529, O6 1.460, P7 1.873
2 C -2.517 0.005 -1.049  C1 1.563, O6 1.279
3 C -0.597 -1.376 0.218  C1 1.529, C4 1.628, H8 1.100, H9 1.203
4 C 0.636 -0.698 1.036  C3 1.628, P7 1.868, H10 1.218, H11 1.099
5 C 1.099 1.617 -0.674  P7 1.818, H12 1.196, H13 1.088, H14 1.106
6 O -2.617 -0.006 0.226  C1 1.460, C2 1.279
7 P 0.044 1.040 0.690  C1 1.873, C4 1.868, C5 1.818
8 H -1.255 -2.126 0.682  C3 1.100
9 H -0.183 -2.036 -0.699  C3 1.203
10 H 0.891 -0.829 2.219  C4 1.218
11 H 1.616 -0.890 0.576  C4 1.099
12 H 1.569 0.785 -1.394  C5 1.196
13 H 1.935 2.208 -0.306  C5 1.088
14 H 0.597 2.341 -1.342  C5 1.106

Computed properties:
molecular weight	114.08	g/mol
E_tot	-16629.6264	eV
total charge	0

# 2
Molecular formula: C5H13N2O
Method: DFT, the ωB97M-V functional and the def2-TZVPD basis

Each atom is followed by the atoms it is bonded to, with distances in Å.
Cartesian coordinates (Å):
1 C 0.380 0.383 -0.003  C5 1.653, N6 1.304, N7 1.311
2 C 0.792 1.297 2.246  N6 1.443, H9 1.091, H10 1.087, H11 1.087
3 C 1.393 1.221 -2.109  N7 1.445, H12 1.092, H13 1.087, H14 1.090
4 C -1.959 -2.564 -0.258  O8 1.425, H15 1.095, H16 1.095, H17 1.086
5 C -0.887 -0.603 0.390  C1 1.653, O8 1.383, H18 1.099, H19 1.099
6 N 0.992 1.186 0.821  C1 1.304, C2 1.443, H20 1.013
7 N 0.578 0.345 -1.298  C1 1.311, C3 1.445, H21 1.018
8 O -1.113 -1.487 -0.649  C4 1.425, C5 1.383
9 H -0.061 1.938 2.474  C2 1.091
10 H 0.625 0.318 2.687  C2 1.087
11 H 1.684 1.734 2.689  C2 1.087
12 H 1.125 2.265 -1.932  C3 1.092
13 H 1.198 0.994 -3.154  C3 1.087
14 H 2.458 1.081 -1.921  C3 1.090
15 H -2.933 -2.195 0.083  C4 1.095
16 H -1.497 -3.153 0.541  C4 1.095
17 H -2.090 -3.184 -1.140  C4 1.086
18 H -0.638 -1.122 1.326  C5 1.099
19 H -1.732 0.076 0.569  C5 1.099
20 H 1.651 1.839 0.413  N6 1.013
21 H 0.033 -0.370 -1.777  N7 1.018

Computed properties:
molecular weight	117.17	g/mol
E_tot	-10416.9130	eV
total charge	+1

# 3
Molecular formula: C5H8N2
Method: DFT, the ωB97M-V functional and the def2-TZVPD basis

Each atom is followed by the atoms it is bonded to, with distances in Å.
Cartesian coordinates (Å):
1 C -1.616 -0.514 0.091  C2 1.548, C5 1.517, H6 1.241, H7 1.069
2 C -1.162 0.911 -0.310  C1 1.548, C3 1.561, H8 1.214, H9 1.096
3 C 0.173 0.552 -1.035  C2 1.561, C4 1.553, H10 1.147, N14 1.560
4 C 1.565 0.871 -0.425  C3 1.553, H11 1.013, H12 1.173, N14 1.429
5 C -0.494 -0.794 1.072  C1 1.517, H13 1.213, N15 1.219
6 H -1.450 -1.331 -0.829  C1 1.241
7 H -2.561 -0.624 0.578  C1 1.069
8 H -2.132 1.378 -0.872  C2 1.214
9 H -1.010 1.674 0.461  C2 1.096
10 H 0.176 0.717 -2.170  C3 1.147
11 H 2.416 1.084 -0.934  C4 1.013
12 H 1.613 1.657 0.443  C4 1.173
13 H -0.616 -0.999 2.261  C5 1.213
14 N 1.106 -0.479 -0.327  C3 1.560, C4 1.429, N15 1.447
15 N 0.718 -0.908 0.999  C5 1.219, N14 1.447

Computed properties:
molecular weight	96.13	g/mol
E_tot	-8289.8874	eV
total charge	0

# 4
Molecular formula: CH4F2Si
Method: DFT, the ωB97M-V functional and the def2-TZVPD basis

Each atom is followed by the atoms it is bonded to, with distances in Å.
Cartesian coordinates (Å):
1 C 0.052 0.174 0.733  Si4 1.873, H5 1.092, H6 1.040, H7 1.033
2 F -2.611 0.980 0.551  Si4 1.587
3 F -2.215 -1.351 -0.363  Si4 1.599
4 Si -1.551 0.097 -0.233  C1 1.873, F2 1.587, F3 1.599
5 H 0.028 -0.164 1.771  C1 1.092
6 H 0.738 -0.509 0.353  C1 1.040
7 H 0.446 1.129 0.734  C1 1.033
8 H -0.794 1.566 -2.170  no bonds

Computed properties:
expectation value of S²	2.00
molecular weight	82.12	g/mol
E_tot	-14413.1445	eV
total charge	0
multiplicity	3

# 5
Molecular formula: C6H10N2
Method: DFT, the ωB97M-V functional and the def2-TZVPD basis

Each atom is followed by the atoms it is bonded to, with distances in Å.
Cartesian coordinates (Å):
1 C -2.212 -0.877 0.787  C2 1.554, H7 1.098, H8 1.163, H9 1.099
2 C -1.325 -0.152 -0.262  C1 1.554, C3 1.496, H10 1.150, N17 1.501
3 C 0.145 -0.027 -0.018  C2 1.496, C4 1.363, N18 1.339
4 C 0.850 0.977 0.579  C3 1.363, C5 1.444, H13 1.156
5 C 2.241 0.664 0.352  C4 1.444, C6 1.378, H14 1.021
6 C 2.258 -0.594 -0.212  C5 1.378, H15 1.065, N18 1.383
7 H -1.830 -1.817 1.207  C1 1.098
8 H -3.090 -1.295 0.150  C1 1.163
9 H -2.450 -0.209 1.628  C1 1.099
10 H -1.310 -0.793 -1.217  C2 1.150
11 H -2.350 1.548 -0.051  N17 0.933
12 H -1.060 1.714 -1.115  N17 1.093
13 H 0.362 1.841 1.172  C4 1.156
14 H 3.012 1.290 0.588  C5 1.021
15 H 3.098 -1.137 -0.580  C6 1.065
16 H 0.595 -1.938 -0.829  N18 1.074
17 N -1.917 1.133 -0.765  C2 1.501, H11 0.933, H12 1.093
18 N 0.957 -1.012 -0.422  C3 1.339, C6 1.383, H16 1.074

Computed properties:
molecular weight	110.16	g/mol
E_tot	-9363.0205	eV
total charge	0

# 6
Molecular formula: C5H13N3O
Method: DFT, the ωB97M-V functional and the def2-TZVPD basis

Each atom is followed by the atoms it is bonded to, with distances in Å.
Cartesian coordinates (Å):
1 C 1.601 1.478 -0.390  N3 1.447, H7 1.094, H8 1.091, H9 1.089
2 C -1.220 -0.387 -1.854  C4 1.514, H10 1.088, H11 1.087, H12 1.091
3 N 0.521 0.922 0.395  C1 1.447, H6 1.014, C14 1.464
4 C -1.675 0.315 -0.592  C2 1.514, O5 1.222, N15 1.441
5 O -1.923 1.507 -0.484  C4 1.222
6 H -0.184 1.578 0.713  N3 1.014
7 H 1.787 0.893 -1.296  C1 1.094
8 H 2.530 1.495 0.183  C1 1.091
9 H 1.342 2.489 -0.702  C1 1.089
10 H -2.057 -0.936 -2.280  C2 1.088
11 H -0.808 0.341 -2.548  C2 1.087
12 H -0.455 -1.122 -1.595  C2 1.091
13 C 1.748 -1.206 0.778  C14 1.506, H20 1.089, H21 1.086, H22 1.089
14 C 0.580 -0.331 1.150  N3 1.464, C13 1.506, N16 1.277
15 N -2.189 -0.619 0.378  C4 1.441, H17 1.010, H18 1.008
16 N 0.065 -0.503 2.305  C14 1.277, H19 1.018
17 H -2.790 -0.220 1.085  N15 1.010
18 H -2.337 -1.590 0.151  N15 1.008
19 H -0.689 0.153 2.498  N16 1.018
20 H 2.679 -0.745 1.105  C13 1.089
21 H 1.658 -2.155 1.298  C13 1.086
22 H 1.818 -1.354 -0.298  C13 1.089

Computed properties:
molecular weight	131.18	g/mol
E_tot	-11913.1259	eV
total charge	0